No. 1
Here is a molecular structure, C18H36AsF8O18Tl in a non-equilibrium geometry from OMol25. Energies are from ωB97M-V/def2-TZVPD.

Computed properties:
total energy = -5268.45929 hartree
largest force on an atom = 4.74 eV Å⁻¹
molecular weight = 971.76 g/mol

Geometry as ORCA input:
```
! wB97M-V def2-TZVPD RIJCOSX def2/J DEFGRID3
* xyz 0 1
Tl -1.1936 -0.0644 -0.2470
As -3.4908 7.2218 0.0018
F -3.7217 9.0235 0.2557
F -5.2553 7.0424 0.1021
F -3.2693 5.4380 -0.1616
F -1.6255 7.4865 0.0004
F -3.4114 7.0601 1.7871
F -3.6882 7.3823 -1.7945
F 1.5639 3.2903 2.0266
F -3.0754 -4.4460 -0.3723
C -3.9988 2.3375 -7.0019
O -4.4710 1.0174 -7.2007
C -4.0537 -0.0267 -6.4229
O -3.3706 0.0522 -5.4484
O -4.4491 -1.1528 -7.0053
C -3.8569 -2.4375 -6.5790
H -2.9154 2.4507 -7.0391
H -4.2724 2.6120 -5.9832
H -4.5647 3.0191 -7.6369
H -4.1626 -2.4954 -5.5343
H -2.7866 -2.5799 -6.7284
H -4.4131 -3.2328 -7.0752
C 1.6726 7.1636 -4.6760
O 1.4328 5.7299 -4.5607
C 2.2454 4.8823 -3.8846
O 1.9596 3.7103 -3.5861
O 3.2783 5.5675 -3.4509
C 4.2984 5.0463 -2.5639
H 2.3711 7.3848 -5.4830
H 2.0197 7.5665 -3.7245
H 0.6903 7.6161 -4.8117
H 4.1146 5.2455 -1.5082
H 5.1960 5.6558 -2.6686
H 4.5385 3.9989 -2.7471
C 6.4831 -0.9819 1.6318
O 6.2193 -2.3383 2.0821
C 5.1112 -3.0505 1.7076
O 4.2494 -2.4717 1.1011
O 5.1683 -4.3230 2.2582
C 6.3008 -4.8494 2.8753
H 7.5079 -0.6779 1.8452
H 5.7632 -0.2231 1.9385
H 6.3643 -1.0699 0.5519
H 6.3195 -5.9391 2.8977
H 6.4043 -4.5163 3.9080
H 7.1985 -4.6016 2.3090
C -6.4930 -1.5338 7.2404
O -5.7737 -1.2931 6.0487
C -5.1135 -0.1480 5.8591
O -4.5939 0.1551 4.7860
O -5.0037 0.5843 7.0187
C -4.0699 1.6127 6.9906
H -6.7788 -2.5857 7.2346
H -7.4846 -1.0825 7.2717
H -5.9506 -1.4909 8.1850
H -3.3288 1.6357 7.7896
H -4.6338 2.5454 6.9852
H -3.4405 1.7646 6.1137
C -0.8335 -4.7597 5.8279
O -0.1642 -3.7730 6.5774
C 0.3064 -2.7022 5.9690
O 0.0114 -2.2218 4.9076
O 1.1805 -2.0702 6.8175
C 1.8428 -0.8540 6.4333
H -0.1010 -5.3532 5.2808
H -1.5558 -4.2658 5.1780
H -1.4697 -5.4374 6.3971
H 2.2005 -0.9961 5.4135
H 2.6678 -0.6336 7.1106
H 1.3013 0.0860 6.3279
C 3.0363 -2.4924 -6.0870
O 3.0061 -3.8311 -5.6847
C 2.0919 -4.1672 -4.6844
O 1.4947 -3.2845 -3.9994
O 2.0143 -5.5414 -4.5856
C 1.1904 -6.1456 -3.5246
H 3.0131 -1.7082 -5.3303
H 2.1325 -2.2893 -6.6615
H 3.8677 -2.3826 -6.7833
H 1.5592 -7.1684 -3.4477
H 0.1377 -6.0561 -3.7925
H 1.3094 -5.6392 -2.5668
*
```

Mulliken population analysis, charges in e, atoms 1 to 8:
1. Tl 1.00
2. As 2.00
3. F -0.47
4. F -0.44
5. F -0.49
6. F -0.48
7. F -0.45
8. F -0.47



No. 2
Here is a molecular structure, C18H36BrCrN2OP2 from OMol25. Energies are from ωB97M-V/def2-TZVPD.

Computed properties:
total energy = -5192.89140 hartree
largest force on an atom = 0.61 eV Å⁻¹
molecular weight = 490.35 g/mol
<S²> = 0.7714

Geometry as ORCA input:
```
! wB97M-V def2-TZVPD RIJCOSX def2/J DEFGRID3
* xyz 2 2
Cr -0.0416 0.3999 -0.0041
C -2.0172 -1.1182 2.8287
P -1.6756 0.3585 1.8306
C -1.5727 1.6793 3.0737
C -3.3078 0.6911 1.0618
C -3.1924 1.8174 0.0353
P -1.8847 1.4187 -1.1726
C -1.7822 2.9047 -2.2055
C -2.6662 0.1846 -2.2506
H -2.8566 -0.9163 3.4951
H -1.1504 -1.3858 3.4339
H -2.2757 -1.9581 2.1844
H -2.4841 1.6743 3.6727
H -1.4613 2.6546 2.6010
H -0.7204 1.5184 3.7348
H -4.0261 0.9480 1.8426
H -3.6583 -0.2314 0.5919
H -2.9322 2.7628 0.5182
H -4.1349 1.9733 -0.4935
H -2.7880 3.1519 -2.5486
H -1.1511 2.7334 -3.0773
H -1.3872 3.7482 -1.6389
H -3.6272 0.5672 -2.5968
H -2.8147 -0.7518 -1.7171
H -2.0291 -0.0084 -3.1143
C 3.1852 1.6453 2.3405
C 2.3462 0.9397 1.2769
C 2.0200 -0.4889 1.7181
C 1.0624 1.7295 0.9877
H 4.0776 1.0624 2.5764
H 2.6141 1.7771 3.2620
H 3.5072 2.6283 1.9974
H 2.9431 0.8778 0.3650
H 1.4879 -0.4928 2.6724
H 2.9325 -1.0753 1.8408
H 1.4135 -1.0574 0.9927
H 1.2626 2.6354 0.4081
H 0.5903 2.0326 1.9200
C 0.4103 -4.9626 -0.8201
N 0.1197 -3.6616 -0.2078
C 0.2179 -3.5923 1.2474
C -0.2201 -2.6380 -0.9475
O -0.5006 -1.4809 -0.5385
H -0.3794 -5.6714 -0.5764
H 1.3547 -5.3380 -0.4312
H 0.4854 -4.8601 -1.8993
H -0.3555 -4.4112 1.6795
H -0.1793 -2.6468 1.5956
H 1.2585 -3.6926 1.5544
H -0.2810 -2.8544 -2.0170
Br 2.4565 3.5810 -4.1182
C 2.3626 1.9145 -3.2836
C 3.1510 0.8517 -3.6923
C 3.0219 -0.3534 -3.0205
C 2.1073 -0.4588 -1.9925
N 1.3334 0.5657 -1.6021
C 1.4796 1.7379 -2.2350
H 3.8479 0.9662 -4.5118
H 3.6330 -1.2044 -3.2865
H 1.9910 -1.3879 -1.4526
H 0.8804 2.5674 -1.8878
*
```

Mulliken population analysis, charges in e, atoms 1 to 8:
1. Cr -0.06
2. C -1.61
3. P 1.62
4. C -1.62
5. C -1.28
6. C -1.13
7. P 1.41
8. C -1.44



No. 3
Here is 8 unconnected molecules or ions with the total composition C18H36Cl12N4O4 in a non-equilibrium geometry from OMol25. Energies are from ωB97M-V/def2-TZVPD.

Computed properties:
total energy = -6749.73351 hartree
largest force on an atom = 1.21 eV Å⁻¹
molecular weight = 797.95 g/mol
SMILES string = ClC(Cl)(Cl)Cl.ClC(Cl)(Cl)Cl.CN(C)C=O.CN(C)C=O.CN(C)C=O.CN(C)C=O.ClCCCl.ClCCCl

Geometry as ORCA input:
```
! wB97M-V def2-TZVPD RIJCOSX def2/J DEFGRID3
* xyz 0 1
Cl 6.8712 7.3159 1.2303
C 7.8855 6.1178 0.3860
Cl 9.5489 6.6641 0.2423
Cl 7.8897 4.6056 1.3442
Cl 7.1962 5.8749 -1.1992
Cl 10.1466 9.3069 -2.0219
C 8.9746 10.5313 -1.5835
Cl 9.8230 12.1047 -1.6413
Cl 7.6207 10.5186 -2.7707
Cl 8.2597 10.1948 -0.0273
C 12.9599 8.7921 -9.8646
N 12.4807 8.1921 -8.6362
C 11.2299 8.7136 -8.1221
C 13.2034 7.2775 -7.9717
O 12.8257 6.7110 -6.9559
H 12.1712 8.7848 -10.6211
H 13.8077 8.2133 -10.2240
H 13.2245 9.8490 -9.7650
H 10.8029 8.0312 -7.3888
H 11.3797 9.7046 -7.6960
H 10.4671 8.7312 -8.9032
H 14.1785 7.0718 -8.4343
C 16.0939 5.4833 -1.1932
N 15.2180 6.6214 -1.2968
C 13.8064 6.4026 -1.5108
C 15.6770 7.8954 -1.1439
O 16.8347 8.2092 -0.9417
H 15.9395 4.9434 -0.2572
H 17.1237 5.8370 -1.1972
H 15.9709 4.8200 -2.0499
H 13.2136 7.3098 -1.4085
H 13.6204 5.8670 -2.4431
H 13.3865 5.7793 -0.7057
H 14.8773 8.6490 -1.2342
C 4.4883 8.9641 -5.0049
N 4.8593 7.8313 -4.1912
C 4.4399 7.8089 -2.8115
C 5.6579 6.8448 -4.6861
O 6.0742 5.8938 -4.0487
H 4.9954 9.0274 -5.9660
H 4.7401 9.8831 -4.4662
H 3.4132 8.9610 -5.2054
H 4.7684 6.8794 -2.3636
H 4.8249 8.6712 -2.2670
H 3.3538 7.7808 -2.6748
H 5.8950 7.0293 -5.7423
C 14.8418 11.0231 -5.2951
N 14.2006 10.1773 -4.3137
C 13.9850 8.7819 -4.6229
C 13.7334 10.7071 -3.1691
O 13.2615 10.0763 -2.2398
H 14.9629 12.0510 -4.9669
H 14.3263 10.9339 -6.2554
H 15.8656 10.6744 -5.4829
H 14.8769 8.2687 -4.9683
H 13.6586 8.2931 -3.7013
H 13.1341 8.6291 -5.2882
H 13.8088 11.8010 -3.0932
Cl 11.9884 3.2363 -5.0877
C 12.9248 3.3870 -6.5947
C 12.0236 3.8798 -7.7149
Cl 12.9554 3.8721 -9.2269
H 13.3162 2.3990 -6.8177
H 13.7263 4.0739 -6.3433
H 11.6567 4.8828 -7.5282
H 11.1895 3.1915 -7.8270
Cl 10.8857 6.0409 -2.9825
C 9.5343 6.5818 -4.0235
C 10.1514 7.3918 -5.1422
Cl 8.9034 7.9111 -6.3107
H 8.8626 7.1355 -3.3746
H 9.0054 5.7102 -4.3984
H 10.8840 6.7696 -5.6589
H 10.6760 8.2919 -4.8334
*
```

Mulliken population analysis, charges in e, atoms 1 to 8:
1. Cl -0.11
2. C 0.23
3. Cl -0.02
4. Cl -0.11
5. Cl 0.01
6. Cl 0.09
7. C 0.15
8. Cl -0.11



No. 4
Here is 9 unconnected molecules or ions with the total composition C18H36Cl18 in a non-equilibrium geometry from OMol25. Energies are from ωB97M-V/def2-TZVPD.

Computed properties:
total energy = -8990.87803 hartree
largest force on an atom = 2.58 eV Å⁻¹
molecular weight = 890.64 g/mol
SMILES string = ClCCCl.ClCCCl.ClCCCl.ClCCCl.ClCCCl.ClCCCl.ClCCCl.ClCCCl.ClCCCl

Geometry as ORCA input:
```
! wB97M-V def2-TZVPD RIJCOSX def2/J DEFGRID3
* xyz 0 1
Cl -3.0666 1.1683 -1.1981
C -3.3487 2.2880 0.1677
C -4.7861 2.7431 0.0156
Cl -5.9213 1.6415 0.8503
H -2.6894 3.1021 -0.1334
H -3.1146 1.7959 1.1116
H -5.0663 3.1385 -0.9607
H -4.9278 3.5904 0.6865
Cl 3.1748 -5.6139 0.7918
C 2.9009 -4.0565 1.5980
C 3.8091 -2.9836 1.2305
Cl 5.5528 -3.4390 1.3607
H 2.9199 -4.2199 2.6756
H 1.9007 -3.7876 1.2585
H 3.5967 -2.0873 1.8133
H 3.5748 -2.7238 0.1982
Cl -2.5920 -3.6203 -3.2502
C -2.7798 -1.8170 -3.6702
C -3.5934 -1.5514 -4.9203
Cl -3.7504 0.1227 -5.4053
H -1.7802 -1.4030 -3.8023
H -3.2846 -1.2404 -2.8951
H -4.6175 -1.8360 -4.6789
H -3.2996 -2.1706 -5.7678
Cl 0.2300 0.5747 6.2420
C -0.2209 -0.0246 4.6709
C 0.0041 -1.5229 4.5165
Cl -0.6517 -2.1456 2.9428
H 0.5039 0.5025 4.0504
H -1.2555 0.2923 4.5388
H -0.3806 -2.1231 5.3410
H 1.0824 -1.6455 4.4154
Cl 1.5743 -1.6205 -3.3669
C 1.8887 -0.1762 -4.3034
C 3.0644 0.5860 -3.6926
Cl 3.4647 1.9830 -4.7100
H 1.0050 0.4493 -4.1775
H 2.0840 -0.4043 -5.3512
H 3.9044 -0.1082 -3.6681
H 2.9303 1.0176 -2.7007
Cl 1.5428 -0.3758 1.0145
C 0.4070 -0.0743 -0.3610
C -0.7582 -1.0397 -0.4971
Cl -0.1578 -2.7369 -0.7175
H 1.0122 -0.2692 -1.2463
H 0.1775 0.9909 -0.3334
H -1.3776 -0.8243 -1.3677
H -1.3082 -1.1220 0.4403
Cl -4.9878 -1.5432 1.5300
C -4.6719 -2.7893 0.3223
C -5.5711 -3.9853 0.6275
Cl -4.7944 -5.1725 1.7261
H -3.6017 -2.9811 0.2441
H -4.9986 -2.2258 -0.5517
H -5.7170 -4.4109 -0.3653
H -6.5514 -3.6739 0.9884
Cl 1.6414 3.2881 0.3125
C 1.4732 3.8351 2.0599
C 0.0170 4.1008 2.4296
Cl -0.9463 2.5208 2.6648
H 2.1434 4.6750 2.2430
H 1.8855 3.0006 2.6272
H -0.6372 4.7483 1.8457
H -0.0407 4.5746 3.4095
Cl 5.4836 2.6974 -1.8325
C 5.2332 3.5477 -0.3515
C 6.5732 3.9322 0.2073
Cl 7.4791 2.4640 0.6310
H 4.7298 2.8758 0.3438
H 4.5399 4.3727 -0.5154
H 6.5357 4.4679 1.1558
H 7.2067 4.4576 -0.5074
*
```

Mulliken population analysis, charges in e, atoms 1 to 8:
1. Cl -0.14
2. C -0.36
3. C -0.57
4. Cl -0.17
5. H 0.30
6. H 0.18
7. H 0.42
8. H 0.31



No. 5
Here is a molecular structure, C18H36CrF6O18P in a non-equilibrium geometry from OMol25. Energies are from ωB97M-V/def2-TZVPD.

Computed properties:
total energy = -4046.39888 hartree
largest force on an atom = 5.83 eV Å⁻¹
molecular weight = 737.43 g/mol
<S²> = 3.7644

Geometry as ORCA input:
```
! wB97M-V def2-TZVPD RIJCOSX def2/J DEFGRID3
* xyz 2 4
Cr 0.0797 -0.0108 0.0385
P -0.4508 -3.5017 -0.8465
F -0.9586 -2.7443 -2.1449
F 1.1072 -3.4247 -1.4850
F -0.1779 -2.0622 -0.0530
F 0.1105 -4.1300 0.5797
F -1.9090 -3.3129 -0.1569
F -0.8457 -4.9663 -1.4555
C 1.4539 4.1669 0.7672
O 1.9436 3.3948 1.9199
C 1.6000 2.1000 2.0408
O 0.9020 1.4628 1.2209
O 2.1520 1.5903 3.2196
C 3.0973 2.2324 4.0805
H 2.1308 4.9668 0.4673
H 0.5557 4.7020 1.0754
H 1.1541 3.5004 -0.0415
H 3.0163 3.3121 4.2065
H 4.1135 1.8611 3.9482
H 2.8552 1.8434 5.0695
C -5.2288 -0.8745 0.6093
O -3.7904 -0.7413 0.6419
C -3.1505 -0.3520 -0.4922
O -1.8807 -0.2402 -0.4760
O -3.9593 -0.2435 -1.6625
C -3.3263 -0.0644 -2.9399
H -5.5785 -1.8412 0.2470
H -5.7011 -0.0617 0.0574
H -5.5799 -0.8261 1.6400
H -2.2736 0.2133 -2.8876
H -3.8749 0.7039 -3.4848
H -3.3563 -0.9799 -3.5308
C 2.8785 -1.4843 -3.2491
O 1.7819 -0.9410 -3.9308
C 0.7466 -0.4487 -3.1551
O 0.7090 -0.4405 -1.8979
O -0.3568 -0.0541 -3.9105
C -0.4349 -0.2365 -5.3301
H 2.6791 -2.5454 -3.0994
H 2.9178 -1.0256 -2.2611
H 3.7233 -1.4826 -3.9379
H 0.5219 0.0135 -5.7887
H -1.1408 0.4676 -5.7706
H -0.6878 -1.2399 -5.6725
C -0.7535 -0.3589 5.5049
O -0.5472 0.0008 4.1568
C -1.0758 -0.7558 3.1545
O -0.7568 -0.5258 2.0027
O -1.6986 -1.8799 3.6962
C -2.2543 -2.7878 2.7625
H -0.1319 0.3413 6.0631
H -0.2183 -1.2984 5.6424
H -1.7961 -0.5924 5.7204
H -2.6843 -2.3820 1.8468
H -3.2099 -3.0943 3.1881
H -1.7546 -3.7557 2.7246
C 0.9914 3.3380 -3.2155
O -0.3567 3.6273 -2.8386
C -0.9737 2.8832 -1.7507
O -0.4836 1.8650 -1.1484
O -2.1963 3.5054 -1.5548
C -2.3974 4.8947 -1.8920
H 1.2792 4.0549 -3.9845
H 1.0548 2.2982 -3.5366
H 1.7044 3.5331 -2.4145
H -2.3446 5.0474 -2.9700
H -1.6194 5.5254 -1.4619
H -3.2833 5.3473 -1.4465
C 3.9014 -2.6373 -0.1383
O 3.4798 -2.4099 1.1589
C 2.5357 -1.4096 1.3604
O 1.8829 -0.8848 0.4949
O 2.2251 -1.2940 2.6687
C 2.9055 -1.9892 3.6124
H 4.7782 -3.2626 0.0303
H 4.1468 -1.7501 -0.7220
H 3.1435 -3.1604 -0.7215
H 2.3711 -2.9280 3.7574
H 2.5744 -1.4218 4.4822
H 3.9942 -1.9388 3.5987
*
```

Mulliken population analysis, charges in e, atoms 1 to 8:
1. Cr -0.56
2. P 1.21
3. F -0.28
4. F -0.36
5. F 0.43
6. F -0.37
7. F -0.33
8. F -0.30



No. 6
Here is 3 unconnected molecules or ions with the total composition C18H36F10O9S2 in a non-equilibrium geometry from OMol25. Energies are from ωB97M-V/def2-TZVPD.

Computed properties:
total energy = -3179.28254 hartree
largest force on an atom = 2.24 eV Å⁻¹
molecular weight = 650.59 g/mol

Geometry as ORCA input:
```
! wB97M-V def2-TZVPD RIJCOSX def2/J DEFGRID3
* xyz 0 1
O -4.2356 7.9951 3.8341
S -3.6753 7.3975 2.6751
O -2.4754 6.4129 3.3128
F -1.3959 6.4693 2.4678
O -4.8068 6.3140 2.1690
C -5.9389 7.0745 1.6613
C -6.5336 6.4440 0.4180
C -5.8013 6.7346 -0.9333
C -4.3756 7.2616 -0.7938
C -3.5869 7.1873 -2.1107
F -3.3698 8.4853 -2.4765
F -4.2793 6.6771 -3.1159
C -2.1691 6.5960 -1.9775
F -1.5244 7.3078 -1.0774
F -1.5299 6.8023 -3.1023
S -2.0242 4.7890 -1.5371
F -3.5825 4.5593 -1.5547
F -2.0073 4.4068 -3.0790
F -0.4501 4.9288 -1.6279
F -2.0002 5.0887 -0.0032
F -1.8358 3.2658 -1.2038
H -5.7087 8.1354 1.5392
H -6.6929 7.0255 2.4461
H -6.6659 5.3697 0.5165
H -7.5341 6.8664 0.3223
H -5.8501 5.8220 -1.5199
H -6.3999 7.4598 -1.4825
H -4.4382 8.2922 -0.4621
H -3.7891 6.7291 -0.0482
C -1.7560 -0.0951 1.8260
O -1.4227 -0.6390 0.5685
C -0.7321 0.2850 -0.2588
C 0.1777 -0.4364 -1.2304
O 1.3785 -0.9266 -0.6466
C 1.2748 -2.0528 0.2156
C 0.9640 -3.3474 -0.5096
O -0.4089 -3.4152 -0.8580
C -0.6394 -4.2073 -2.0017
H -2.4789 0.7220 1.7194
H -2.2042 -0.8870 2.4240
H -0.8609 0.2661 2.3453
H -0.1361 0.9773 0.3468
H -1.4819 0.8542 -0.8213
H 0.5028 0.2918 -1.9776
H -0.3525 -1.2257 -1.7649
H 0.5726 -1.8635 1.0287
H 2.2642 -2.1542 0.6695
H 1.1826 -4.1985 0.1505
H 1.5934 -3.4208 -1.4047
H -0.0739 -3.8263 -2.8601
H -1.7009 -4.1517 -2.2363
H -0.3687 -5.2526 -1.8138
C 5.2030 -3.4441 0.1197
O 5.3980 -4.6758 0.7787
C 4.3496 -4.9756 1.6857
C 4.1830 -6.4716 1.8472
O 3.5207 -7.1006 0.7572
C 4.2438 -7.2307 -0.4607
C 5.3587 -8.2540 -0.4113
O 6.4918 -7.7374 0.2677
C 7.2657 -8.7458 0.8782
H 5.2485 -2.6135 0.8335
H 5.9980 -3.3242 -0.6142
H 4.2415 -3.4354 -0.4069
H 3.4031 -4.5446 1.3389
H 4.6102 -4.5348 2.6576
H 3.5312 -6.6385 2.7083
H 5.1334 -6.9592 2.0682
H 4.6041 -6.2624 -0.8110
H 3.5083 -7.5803 -1.1893
H 5.6651 -8.5030 -1.4364
H 4.9936 -9.1620 0.0822
H 6.6623 -9.3254 1.5863
H 8.0704 -8.2605 1.4277
H 7.6992 -9.4149 0.1261
*
```

Mulliken population analysis, charges in e, atoms 1 to 8:
1. O -0.54
2. S 0.79
3. O -0.09
4. F -0.09
5. O -0.31
6. C -0.71
7. C -0.77
8. C -0.63